Entry 1:
{"formula": "C20H28O18", "method": "ωB97M-V/def2-TZVPD", "smiles": "C[C@H]1COC(=O)O1.C[C@H]1COC(=O)O1.O=C1OCCO1.O=C1OCCO1.O=C1OCCO1.O=C1OCCO1", "e_lumo_ev": -0.514, "elements": ["C", "C", "C", "O", "C", "O", "O", "H", "H", "H", "H", "H", "H", "C", "C", "C", "O", "C", "O", "O", "H", "H", "H", "H", "H", "H", "O", "C", "O", "C", "C", "O", "H", "H", "H", "H", "O", "C", "O", "C", "C", "O", "H", "H", "H", "H", "O", "C", "O", "C", "C", "O", "H", "H", "H", "H", "O", "C", "O", "C", "C", "O", "H", "H", "H", "H"], "coordinates": [[6.43, 4.79, 1.28], [5.96, 3.67, 0.30], [7.04, 2.80, -0.37], [6.75, 1.51, 0.02], [5.78, 1.49, 0.97], [5.17, 0.51, 1.50], [5.24, 2.66, 1.08], [5.65, 5.25, 1.88], [6.80, 5.69, 0.79], [7.16, 4.47, 2.02], [5.38, 4.09, -0.53], [7.97, 3.23, 0.01], [7.10, 3.01, -1.43], [-2.71, -5.66, -0.84], [-3.16, -5.85, 0.61], [-3.73, -4.60, 1.25], [-4.99, -4.88, 1.60], [-5.15, -6.19, 1.41], [-6.15, -6.73, 1.73], [-4.21, -6.77, 0.72], [-2.37, -6.64, -1.16], [-1.82, -5.03, -0.97], [-3.53, -5.32, -1.47], [-2.36, -6.30, 1.19], [-3.58, -3.66, 0.74], [-3.27, -4.65, 2.24], [-5.64, -3.08, -5.68], [-4.78, -2.22, -5.47], [-3.51, -2.36, -5.06], [-2.77, -1.17, -5.17], [-3.94, -0.18, -5.45], [-4.95, -0.93, -5.79], [-2.35, -0.84, -4.22], [-2.06, -1.36, -5.97], [-3.40, 0.37, -6.22], [-4.11, 0.52, -4.64], [2.06, -1.53, 7.39], [1.19, -2.18, 6.74], [1.06, -3.55, 6.61], [-0.03, -3.94, 5.78], [-0.62, -2.67, 5.35], [0.26, -1.72, 5.81], [0.25, -4.68, 5.04], [-0.75, -4.36, 6.48], [-1.61, -2.42, 5.72], [-0.75, -2.66, 4.27], [-1.22, 8.28, -4.28], [-0.41, 7.56, -3.67], [0.90, 7.33, -4.08], [1.36, 6.20, -3.23], [0.38, 6.05, -2.07], [-0.65, 6.95, -2.50], [1.34, 5.31, -3.85], [2.32, 6.60, -2.90], [0.77, 6.43, -1.13], [-0.05, 5.05, -2.00], [-2.60, 0.16, -0.51], [-1.60, 0.24, 0.16], [-0.74, -0.67, 0.56], [0.33, -0.16, 1.28], [-0.06, 1.28, 1.34], [-1.31, 1.41, 0.58], [0.30, -0.78, 2.17], [1.29, -0.45, 0.85], [0.76, 1.76, 0.80], [-0.01, 1.51, 2.40]]}

Entry 2:
{"formula": "C20H28O3", "method": "ωB97M-V/def2-TZVPD", "smiles": "CC1=CC(=O)[C@@H]2C(C)(C)CCC[C@@]2(C)[C@@]1(O)CCc1ccoc1", "e_lumo_ev": 0.513, "elements": ["C", "C", "C", "C", "O", "C", "C", "C", "C", "C", "C", "C", "C", "C", "C", "O", "C", "C", "C", "C", "C", "O", "C", "H", "H", "H", "H", "H", "H", "H", "H", "H", "H", "H", "H", "H", "H", "H", "H", "H", "H", "H", "H", "H", "H", "H", "H", "H", "H", "H", "H"], "coordinates": [[0.08, 2.05, -2.27], [0.09, 0.79, -1.48], [1.02, -0.15, -1.66], [1.04, -1.46, -1.01], [1.94, -2.25, -1.26], [-0.09, -1.74, -0.04], [-0.29, -3.25, 0.29], [-0.46, -4.12, -0.96], [0.94, -3.76, 1.05], [-1.49, -3.40, 1.23], [-2.76, -2.73, 0.71], [-2.52, -1.24, 0.50], [-1.35, -0.96, -0.46], [-1.82, -1.28, -1.89], [-0.99, 0.58, -0.44], [-2.12, 1.34, -0.81], [-0.45, 1.08, 0.93], [-0.44, 2.62, 1.04], [0.93, 3.19, 1.20], [2.13, 2.80, 0.54], [3.11, 3.61, 1.01], [2.61, 4.48, 1.91], [1.30, 4.21, 2.03], [0.74, 1.97, -3.13], [-0.94, 2.26, -2.61], [0.40, 2.90, -1.66], [1.82, 0.01, -2.38], [0.25, -1.31, 0.91], [0.40, -4.00, -1.62], [-0.51, -5.17, -0.66], [-1.36, -3.88, -1.51], [1.83, -3.71, 0.42], [0.79, -4.79, 1.35], [1.12, -3.16, 1.94], [-1.68, -4.46, 1.39], [-1.24, -2.96, 2.20], [-3.08, -3.21, -0.22], [-3.57, -2.87, 1.43], [-2.32, -0.81, 1.49], [-3.43, -0.79, 0.11], [-2.31, -0.41, -2.31], [-2.53, -2.10, -1.90], [-0.98, -1.55, -2.53], [-2.78, 1.26, -0.11], [0.57, 0.71, 1.07], [-1.06, 0.68, 1.73], [-0.91, 3.04, 0.15], [-1.04, 2.93, 1.90], [2.25, 2.01, -0.18], [4.16, 3.68, 0.79], [0.73, 4.81, 2.71]]}

Entry 3:
{"formula": "C20H28O5", "method": "ωB97M-V/def2-TZVPD", "smiles": "C=CCc1cc(C)ccc1OCCCC(C(=O)OCC)C(=O)OCC", "e_lumo_ev": 0.816, "elements": ["C", "C", "C", "C", "C", "C", "C", "C", "C", "C", "O", "C", "C", "C", "C", "C", "O", "O", "C", "C", "C", "O", "O", "C", "C", "H", "H", "H", "H", "H", "H", "H", "H", "H", "H", "H", "H", "H", "H", "H", "H", "H", "H", "H", "H", "H", "H", "H", "H", "H", "H", "H", "H"], "coordinates": [[3.34, -2.89, 0.72], [3.70, -2.47, -0.47], [3.07, -2.87, -1.78], [1.84, -3.72, -1.61], [1.90, -5.09, -1.73], [0.77, -5.89, -1.55], [0.87, -7.38, -1.69], [-0.43, -5.27, -1.23], [-0.51, -3.89, -1.11], [0.62, -3.11, -1.29], [0.64, -1.75, -1.20], [-0.54, -1.07, -0.84], [-0.21, 0.42, -0.78], [-1.43, 1.24, -0.37], [-1.13, 2.74, -0.36], [-2.35, 3.54, 0.09], [-3.18, 3.14, 0.85], [-2.34, 4.75, -0.47], [-3.36, 5.66, -0.06], [-2.99, 6.34, 1.25], [-0.04, 3.12, 0.65], [0.81, 3.94, 0.44], [-0.20, 2.46, 1.80], [0.69, 2.80, 2.87], [0.21, 4.03, 3.61], [3.84, -2.56, 1.62], [2.53, -3.59, 0.86], [4.53, -1.77, -0.58], [3.82, -3.41, -2.37], [2.80, -1.96, -2.32], [2.84, -5.56, -1.97], [1.64, -7.78, -1.04], [1.13, -7.65, -2.71], [-0.08, -7.86, -1.44], [-1.32, -5.87, -1.08], [-1.46, -3.45, -0.86], [-1.33, -1.25, -1.59], [-0.90, -1.41, 0.14], [0.15, 0.74, -1.76], [0.60, 0.57, -0.07], [-1.77, 0.95, 0.62], [-2.25, 1.06, -1.07], [-0.80, 3.11, -1.33], [-3.42, 6.39, -0.88], [-4.30, 5.12, 0.04], [-2.96, 5.61, 2.05], [-2.02, 6.82, 1.16], [-3.74, 7.09, 1.49], [1.69, 2.96, 2.46], [0.69, 1.92, 3.52], [-0.81, 3.89, 3.95], [0.25, 4.90, 2.95], [0.85, 4.22, 4.46]]}

Entry 4:
{"formula": "C20H29BN2O7", "method": "ωB97M-V/def2-TZVPD", "smiles": "C#CC[C@](COCCC)(CC(=O)O)OC(=O)B(O)OC.c1cc[nH]c1.c1cc[nH]c1", "e_lumo_ev": -0.646, "elements": ["C", "C", "C", "C", "C", "O", "C", "C", "C", "C", "C", "O", "O", "O", "C", "O", "B", "O", "O", "C", "H", "H", "H", "H", "H", "H", "H", "H", "H", "H", "H", "H", "H", "H", "H", "H", "H", "H", "H", "C", "C", "C", "N", "C", "H", "H", "H", "H", "H", "C", "C", "C", "N", "C", "H", "H", "H", "H", "H"], "coordinates": [[-2.70, 4.93, -1.56], [-1.93, 4.22, -0.75], [-1.44, 3.11, 0.32], [-1.04, 1.68, -0.39], [-0.26, 1.85, -1.78], [-0.11, 0.52, -2.38], [1.00, 0.47, -3.32], [1.07, 1.69, -4.37], [1.71, 1.27, -5.81], [-2.48, 0.92, -0.60], [-3.29, 1.39, -1.90], [-4.38, 2.05, -1.71], [-2.95, 1.11, -3.27], [-0.36, 0.90, 0.63], [1.04, 1.16, 0.73], [1.63, 2.29, 0.70], [2.02, -0.16, 0.99], [3.42, -0.02, 1.32], [1.49, -1.53, 0.95], [1.20, -1.97, 2.33], [-3.12, 5.73, -2.29], [-0.57, 3.58, 0.90], [-2.26, 2.87, 1.11], [-0.87, 2.48, -2.56], [0.76, 2.39, -1.71], [2.03, 0.33, -2.79], [0.84, -0.50, -3.95], [1.60, 2.61, -3.89], [-0.03, 2.00, -4.59], [2.82, 1.60, -5.79], [1.12, 1.88, -6.61], [1.56, 0.14, -5.98], [-3.19, 1.08, 0.32], [-2.24, -0.21, -0.61], [-2.93, 0.14, -3.46], [3.79, 0.81, 0.93], [0.03, -1.98, 2.40], [1.63, -3.01, 2.57], [1.67, -1.21, 3.08], [2.23, -0.33, 7.24], [1.41, -1.32, 7.84], [0.27, -1.42, 7.08], [0.37, -0.53, 6.05], [1.56, 0.14, 6.14], [3.20, 0.01, 7.58], [1.63, -1.89, 8.72], [-0.60, -2.06, 7.18], [-0.33, -0.38, 5.33], [1.83, 0.90, 5.41], [-1.62, -3.71, -2.39], [-0.70, -2.80, -1.80], [0.08, -3.53, -0.92], [-0.34, -4.83, -0.96], [-1.37, -4.95, -1.86], [-2.38, -3.47, -3.13], [-0.61, -1.74, -1.99], [0.89, -3.23, -0.28], [0.04, -5.59, -0.42], [-1.84, -5.91, -2.04]]}

For reference, energy relative to the best compared isomer or geometry (same formula, charge and spin) by record: 126.9 8.0 2.5 106.5 kcal per mole.
For reference, max |F| by record: 6.454 0.906 0.582 6.765 eV Å⁻¹.
For reference, Kohn-Sham gap by record: 0.3792 0.3383 0.3307 0.2773 hartree.